Entry 1:
23
Properties=species:S:1:pos:R:3:mulliken_charge:R:1 method="wB97M-V/def2-TZVPD" spin_multiplicity=1 lumo_energy_ev=-0.56 de_lowest_kj_mol=519.5 total_charge=0 e_homo_ha=-0.3281 homo_lumo_gap_ev=8.37 largest_force_ha_per_bohr=0.127
C 2.75243 -1.18054 -0.66360 -0.622
C 2.07223 0.21305 -0.57415 -0.667
C -0.11292 1.27376 0.14012 0.404
C -2.12371 0.17493 0.99735 -0.763
C -2.81154 0.12252 -0.29950 -0.284
H 3.73012 -2.31597 0.65001 0.311
H 3.66784 -1.20044 -1.25743 0.384
H 1.98998 -1.82191 -0.97351 0.301
H 1.44568 0.31674 -1.56877 0.559
H 2.94376 0.92517 -0.15145 0.221
H 1.37487 0.14510 1.56445 0.281
H 1.10867 1.94792 -1.32144 0.323
H -1.99638 2.08619 0.37723 0.327
H -1.32832 -0.65902 1.21640 0.477
H -2.67658 0.41568 1.90779 0.178
H -3.42312 1.05220 -0.63342 0.316
H -1.86191 -0.00679 -0.99495 0.272
H -3.38566 -2.17068 1.09822 0.138
N 0.83475 0.08790 0.46035 -0.306
N 0.09592 2.02601 -0.95944 -0.801
N -1.26168 1.38301 0.86993 -0.275
O 3.03142 -1.52356 0.60169 -0.533
S -4.06585 -1.29130 -0.48588 -0.240


Entry 2:
94
Properties=species:S:1:pos:R:3:mulliken_charge:R:1 method="wB97M-V/def2-TZVPD" spin_multiplicity=1 lumo_energy_ev=-2.61 de_lowest_kj_mol=0.0 total_charge=+1 e_homo_ha=-0.3942 homo_lumo_gap_ev=8.12 largest_force_ha_per_bohr=0.015
C -1.80363 3.91642 -2.07576 -1.074
C -0.50184 3.30156 -2.50383 -0.377
O -0.33286 1.97774 -1.94138 -0.208
N 0.60390 1.93100 -0.91094 0.063
C 0.08826 2.19150 0.48750 -0.225
C 0.65868 3.45207 1.09290 -0.077
O 1.96687 3.16990 1.58497 -0.538
C -0.25514 3.97436 2.19130 -0.804
N -0.68321 5.35664 1.94928 -0.627
H -1.86219 4.92610 -2.44794 0.458
H -2.62005 3.32723 -2.46148 0.308
H -1.87165 3.94351 -0.99646 0.165
H 0.33027 3.93656 -2.21941 0.359
H -0.47386 3.16482 -3.57293 0.464
H 0.96911 0.97425 -0.94732 0.290
H 1.38720 2.56056 -1.11028 0.505
H -0.98384 2.19407 0.48105 -0.165
H 0.41194 1.34705 1.05808 0.081
H 0.74414 4.22137 0.32742 0.499
H 2.62021 3.67815 1.07193 0.379
H -1.11070 3.32528 2.31946 0.380
H 0.30868 3.93013 3.11001 0.507
H -0.69175 5.57024 0.95924 0.208
H -1.64048 5.47701 2.25903 0.316
C -3.22379 0.68430 -0.66478 -0.249
S -4.43606 1.77060 0.07252 0.447
O -3.77524 2.31802 1.29623 -0.614
C -5.57022 0.48472 0.59068 -0.942
H -2.39342 1.30225 -0.97429 -0.491
H -2.88016 -0.05032 0.06353 0.119
H -3.63858 0.18750 -1.54240 0.649
H -5.04767 -0.21564 1.24135 0.229
H -5.95767 -0.02488 -0.29079 0.380
H -6.38500 0.96060 1.13137 0.377
C 2.97243 5.56071 3.78199 -0.394
S 2.95884 7.19765 3.05240 0.510
O 3.36228 6.98734 1.63363 -0.634
C 4.40192 7.81712 3.92194 -0.932
H 2.18165 5.00361 3.29597 -0.363
H 3.93326 5.08617 3.57955 0.304
H 2.78679 5.60962 4.85490 0.454
H 5.25591 7.17179 3.71796 0.289
H 4.18936 7.85216 4.99010 0.348
H 4.60127 8.82114 3.55536 0.348
C -0.61758 -1.17392 -2.39030 0.284
S -2.13760 -1.32967 -3.33987 0.408
O -3.08625 -2.10197 -2.49644 -0.632
C -1.49277 -2.44709 -4.58239 -1.022
H -0.83951 -0.58744 -1.50255 -0.802
H -0.28578 -2.16507 -2.08212 0.530
H 0.14733 -0.68068 -2.99314 0.131
H -1.14045 -3.35565 -4.09571 0.247
H -0.67350 -1.96784 -5.11860 0.360
H -2.29805 -2.68298 -5.27548 0.496
C 1.83544 -6.00429 -7.23090 -1.003
S 0.55283 -4.91466 -6.61430 0.486
O 0.97101 -4.49699 -5.24527 -0.584
C -0.69880 -6.18234 -6.39255 -0.959
H 2.72954 -5.40497 -7.38573 0.330
H 2.03162 -6.78455 -6.49622 0.301
H 1.51333 -6.43622 -8.17771 0.396
H -0.31999 -6.95400 -5.72312 0.318
H -0.95617 -6.60567 -7.36282 0.401
H -1.57627 -5.71106 -5.95533 0.289
C -0.89663 -2.36676 2.93518 -1.181
S -0.97555 -0.72724 2.23011 0.634
O -0.51731 -0.82052 0.80187 -0.526
C 0.41821 -0.06201 3.15472 -0.759
H -1.66549 -2.97530 2.46737 0.405
H 0.08553 -2.79822 2.74425 0.394
H -1.09280 -2.31300 4.00255 0.361
H 1.30824 -0.65459 2.94293 0.320
H 0.18398 -0.09065 4.21771 0.491
H 0.57995 0.97099 2.85782 0.094
C -2.33921 -6.24770 6.85377 -0.976
S -2.41873 -4.54851 6.28450 0.494
O -1.97366 -4.55538 4.86237 -0.580
C -1.02855 -3.95959 7.25949 -0.925
H -3.10587 -6.80799 6.32424 0.318
H -1.35604 -6.65963 6.62886 0.315
H -2.53634 -6.27790 7.92490 0.392
H -0.13772 -4.53417 7.00682 0.304
H -1.26339 -4.05876 8.31860 0.398
H -0.87471 -2.90965 7.01943 0.276
C 3.05263 -2.77047 -3.12911 -0.660
S 3.05273 -1.08281 -3.72732 0.674
O 3.51445 -1.09764 -5.13299 -0.678
C 4.44210 -0.52132 -2.72809 -1.090
H 2.28810 -3.31410 -3.67950 0.057
H 4.02904 -3.21377 -3.32184 0.406
H 2.82886 -2.77466 -2.06062 0.310
H 5.31842 -1.12685 -2.95563 0.368
H 4.18689 -0.60477 -1.67023 0.321
H 4.64060 0.51802 -2.98327 0.351


Entry 3:
20
Properties=species:S:1:pos:R:3:mulliken_charge:R:1 method="wB97M-V/def2-TZVPD" spin_multiplicity=1 lumo_energy_ev=-3.09 de_lowest_kj_mol=26.7 smiles="C[Si](C)(C)/[NH+]=C/N" total_charge=+1 e_homo_ha=-0.5216 homo_lumo_gap_ev=11.11 largest_force_ha_per_bohr=0.097
C -1.71146 1.16060 0.58571 -1.172
Si -0.19890 0.15809 0.86181 0.277
C 1.34425 0.88894 1.70640 -1.009
C -0.57303 -1.64782 1.37286 -0.903
N 0.48231 -0.19083 -0.87307 -0.347
C 0.11524 -0.06003 -2.11727 0.235
N 0.85036 -0.29257 -3.15823 -0.343
H -1.55301 2.20888 0.19290 0.345
H -2.37051 0.70759 -0.06011 0.411
H -2.20595 1.35280 1.45502 0.426
H 1.29299 1.92115 1.52004 0.338
H 1.25234 0.92881 2.82396 0.338
H 2.34866 0.41015 1.50883 0.322
H 0.16556 -2.32785 1.86806 0.322
H -1.54070 -1.70380 1.93759 0.318
H -0.64206 -2.05242 0.32750 0.289
H 1.41920 -0.66583 -0.46480 0.277
H -0.86060 0.35893 -2.30336 0.339
H 0.67566 -0.22067 -4.17253 0.270
H 1.70965 -0.93412 -3.01131 0.265


Entry 4:
80
Properties=species:S:1:pos:R:3:mulliken_charge:R:1 method="wB97M-V/def2-TZVPD" spin_multiplicity=1 lumo_energy_ev=-6.80 de_lowest_kj_mol=85.3 total_charge=+3 e_homo_ha=-0.5697 homo_lumo_gap_ev=8.70 largest_force_ha_per_bohr=0.035
N -0.27910 -1.67099 -0.71590 0.808
O -1.27551 -0.91769 -0.75482 -0.617
O 0.47267 -1.76931 0.28091 -0.483
O -0.01345 -2.38945 -1.71567 -0.569
C 2.85185 0.20767 1.30849 -1.002
C 1.61142 0.98859 1.78247 -0.317
N 1.19941 0.58942 3.12606 0.330
C 0.82817 -0.71288 3.39946 -0.364
C 0.42517 -0.81625 4.68211 -0.627
N 0.64651 0.43870 5.22764 0.048
C 1.03022 1.27853 4.25944 -0.089
C 0.33248 0.83379 6.62131 -0.796
H 3.63486 0.40588 2.04205 0.476
H 3.19000 0.76284 0.43613 0.254
H 2.68312 -0.84290 1.10073 0.211
H 0.77375 1.04555 1.08977 -0.113
H 1.93725 2.02791 1.89244 0.575
H 0.94377 -1.46077 2.63082 0.476
H -0.01588 -1.64057 5.21400 0.476
H 1.32329 2.29911 4.44639 0.477
H 0.24028 -0.08651 7.18724 0.316
H -0.61956 1.35267 6.52207 0.343
H 1.13113 1.46369 6.99890 0.316
C -3.56687 1.61462 -4.40064 -1.126
C -3.49307 0.56737 -3.30037 -0.428
N -3.12366 -0.76138 -3.75838 0.302
C -3.94182 -1.84633 -4.00584 -0.398
C -3.11722 -2.86765 -4.34585 -0.513
N -1.82841 -2.40442 -4.40178 0.198
C -1.87548 -1.12576 -3.99310 -0.247
C -0.67334 -3.18282 -4.77476 -0.908
H -4.06773 2.48663 -3.97857 0.390
H -4.24499 1.19944 -5.14729 0.356
H -2.63547 1.93848 -4.85599 0.338
H -4.45064 0.48727 -2.77838 0.387
H -2.89873 0.81569 -2.41503 0.070
H -5.01096 -1.81493 -3.89496 0.479
H -3.38791 -3.88478 -4.57484 0.484
H -1.02359 -0.50293 -3.78334 0.507
H 0.19680 -2.56572 -4.97305 0.331
H -0.86561 -3.71326 -5.71117 0.421
H -0.44054 -4.00404 -4.09859 0.324
C 2.81940 -0.01732 -2.12550 -0.695
C 3.31953 -1.38494 -2.58995 -0.756
N 3.97890 -2.17648 -1.56046 0.270
C 3.34637 -3.00986 -0.69524 -0.389
C 4.29403 -3.52577 0.13125 -0.550
N 5.49483 -2.96321 -0.23743 0.099
C 5.30313 -2.18480 -1.30493 -0.045
C 6.78821 -3.07067 0.46521 -0.862
H 2.30960 0.54838 -2.90566 0.473
H 3.65609 0.62171 -1.84069 0.375
H 2.08548 -0.17135 -1.33445 -0.169
H 4.00754 -1.23966 -3.42269 0.435
H 2.49082 -1.99572 -2.94642 0.356
H 2.29393 -3.24546 -0.76348 0.509
H 4.18577 -4.07325 1.05115 0.417
H 6.03731 -1.56169 -1.78615 0.438
H 7.02061 -2.08102 0.84473 0.360
H 7.52170 -3.49718 -0.21363 0.345
H 6.70236 -3.77072 1.29227 0.323
C -2.70595 5.51753 0.63410 -1.103
C -1.75283 4.52528 1.25129 -0.674
N -2.28321 3.20473 1.52816 0.201
C -2.21720 2.13409 0.66173 -0.578
C -2.89992 1.10452 1.26044 -0.594
N -3.48587 1.63874 2.38647 0.120
C -3.02347 2.87494 2.58552 -0.081
C -4.46965 0.97631 3.20140 -0.845
H -3.04200 5.20807 -0.35725 0.310
H -2.21278 6.46675 0.42155 0.394
H -3.51560 5.73453 1.33090 0.337
H -1.37083 4.94221 2.18716 0.373
H -0.87320 4.43830 0.61002 0.345
H -1.85094 2.27037 -0.34019 0.569
H -3.14492 0.12229 0.89196 0.728
H -3.23623 3.42141 3.48942 0.446
H -4.11988 0.00204 3.54469 0.361
H -5.41060 0.84963 2.66998 0.355
H -4.64315 1.54474 4.11456 0.305